# 1
DFT (the ωB97M-V functional and the def2-TZVPD basis) results for one molecule with the formula C2H5BS2 in a non-equilibrium geometry.

```
10
Properties=species:S:1:pos:R:3:forces:R:3:lowdin_charge:R:1
B 1.6668 0.8931 0.0525 -0.3 0.2 0.4 -1.11
C -1.1117 0.1905 -0.3120 -0.3 0.7 -0.9 -0.52
C -0.6498 -1.0783 0.2118 3.7 2.1 -0.4 -0.14
S 0.0568 1.6276 0.0514 -0.8 0.2 -0.4 0.82
S 1.7565 -0.8189 -0.1249 -1.5 -1.3 0.2 0.72
H 2.5374 1.6519 0.3356 0.2 -0.1 -0.3 -0.01
H -1.3039 -0.0366 -1.4096 -0.1 1.3 1.2 0.11
H -1.9136 0.6902 0.2989 -0.1 -1.2 -1.0 0.08
H -0.4485 -1.1626 1.2139 -0.1 -0.3 2.5 0.03
H -0.5900 -1.9568 -0.3175 -0.7 -1.8 -1.4 0.03
```
Positions in Å, forces in eV/Å.

Computed properties:
- HOMO level: -9.0 eV
- Kohn-Sham gap: 8.26 eV
- Total charge: 0
- LUMO: -0.751 eV
- Multiplicity: 1
- Energy relative to the best compared isomer or geometry (same formula, charge and spin): 31.9 kcal per mole

---

# 2
DFT (the ωB97M-V functional and the def2-TZVPD basis) results for C37H35EuF2N5O7 as an isolated structure in a non-equilibrium geometry.

```
87
Properties=species:S:1:pos:R:3:forces:R:3:lowdin_charge:R:1
Eu -0.0896 0.0821 0.1062 0.0 0.0 1.4 1.99
C 0.2103 2.9043 1.6208 -0.1 -0.1 -0.1 -0.30
C 0.2325 1.9026 2.6214 0.0 0.2 0.0 -0.30
C 1.4995 1.2714 2.5741 0.1 0.0 -0.1 -0.29
C 2.2545 1.8884 1.5487 0.0 -0.2 0.2 -0.28
C 1.4576 2.8871 0.9548 -0.2 0.1 -0.2 -0.28
C 1.9162 3.9713 0.0183 0.0 -0.1 0.1 -0.06
C 3.7357 1.6963 1.3811 -0.2 0.0 0.0 -0.05
C 2.0907 0.3096 3.5635 -0.1 0.0 0.0 -0.06
C -0.7153 1.8798 3.7889 0.0 -0.1 -0.1 -0.07
C -0.8274 3.9802 1.4717 0.1 -0.1 0.1 -0.06
H 1.1184 4.2827 -0.6578 0.1 0.1 0.0 0.05
H 2.7705 3.6544 -0.5856 0.0 0.0 0.0 0.06
H 2.2224 4.8638 0.5834 0.0 0.0 -0.1 0.07
H 4.0130 0.6578 1.2056 0.1 0.0 0.0 0.05
H 4.2637 2.0138 2.2920 0.0 0.0 -0.1 0.07
H 4.1215 2.2963 0.5531 0.0 0.0 0.0 0.06
H 2.6591 -0.4732 3.0508 -0.1 0.0 0.1 0.07
H 1.3251 -0.1703 4.1811 0.1 0.0 -0.1 0.06
H 2.7849 0.8239 4.2454 0.0 0.0 0.0 0.07
H -0.5964 0.9700 4.3833 -0.1 0.0 -0.1 0.06
H -1.7621 1.9686 3.4681 0.1 -0.1 0.1 0.06
H -0.5212 2.7253 4.4629 0.0 0.0 0.0 0.08
H -1.0225 4.2098 0.4228 0.0 0.1 0.0 0.05
H -0.4972 4.9096 1.9610 -0.1 0.0 0.0 0.07
H -1.7770 3.6847 1.9255 0.0 0.0 0.0 0.06
O 4.0291 1.7628 -4.4337 -0.2 0.0 -0.1 0.05
C 3.1816 1.1124 -3.5816 -0.1 -0.1 0.2 -0.29
C 3.6413 0.5128 -2.4126 0.1 0.0 0.0 0.05
C 2.7103 -0.0693 -1.5732 0.2 -0.2 0.1 -0.17
N 1.4122 -0.0699 -1.8552 0.2 0.2 -0.1 0.03
C 0.9815 0.3968 -3.0267 -0.3 -0.1 -0.1 -0.17
C 1.8379 1.0098 -3.9241 0.0 0.1 -0.1 0.06
C -0.5099 0.0619 -3.3036 0.0 0.1 -0.4 -0.65
O -0.9459 0.2972 -4.4401 0.3 0.0 0.3 -0.01
O -1.0784 -0.4935 -2.3290 0.0 0.1 0.3 -0.13
C 3.0519 -0.8895 -0.3155 0.5 -0.1 -0.1 -0.64
O 4.2127 -1.3124 -0.2042 -0.5 0.2 -0.1 -0.01
O 2.0632 -1.0839 0.4466 0.0 0.2 -0.2 -0.17
H 4.9073 1.7661 -4.0461 0.1 0.0 0.1 0.10
H 4.6934 0.4769 -2.1501 0.0 0.0 0.0 0.12
H 1.4609 1.4036 -4.8585 0.0 -0.1 0.0 0.13
F -1.0672 4.5850 -3.3902 -0.1 -0.1 0.1 0.03
C -1.6770 3.6761 -2.5760 -0.1 0.0 0.1 -0.27
C -0.9211 2.8442 -1.7835 0.2 -0.1 0.2 -0.11
C -1.4953 1.9033 -0.9119 -0.5 0.2 -0.7 -0.18
C -2.9166 1.8314 -0.9324 0.2 0.0 0.1 -0.15
C -3.6436 2.6932 -1.7576 0.0 0.0 0.0 -0.20
F -5.0179 2.6480 -1.8431 0.3 0.0 0.1 0.01
C -3.0573 3.6303 -2.5796 0.0 0.1 -0.1 0.04
C -3.5723 0.7396 -0.1820 -0.3 -0.2 0.2 -0.20
C -4.9534 0.6917 0.0852 0.1 0.0 0.0 -0.02
C -5.5177 -0.4465 0.6241 0.1 -0.1 0.0 -0.08
C -4.7055 -1.5325 0.9175 -0.1 0.1 -0.1 -0.07
C -3.3447 -1.3739 0.7214 0.0 -0.4 0.2 -0.17
N -2.7845 -0.2792 0.2195 0.2 0.3 -0.2 0.05
H 0.1598 2.9312 -1.8613 -0.1 0.0 0.0 0.09
H -3.6555 4.2658 -3.2175 0.0 0.0 0.0 0.12
H -5.5781 1.5418 -0.1307 0.0 0.0 -0.1 0.10
H -6.5867 -0.4864 0.8032 0.0 0.0 0.0 0.10
H -5.1082 -2.4575 1.3108 0.1 0.0 0.0 0.10
H -2.6643 -2.1724 0.9961 0.0 0.1 0.0 0.08
C -0.3577 -4.6663 -1.5880 0.0 -0.2 0.0 -0.05
C -0.4249 -3.4112 -0.8650 -0.1 0.4 0.2 -0.18
N -0.4775 -2.4063 -0.3201 0.1 -0.5 -0.4 0.13
H 0.0309 -4.4943 -2.5908 0.0 0.1 0.0 0.09
H -1.3517 -5.1053 -1.6637 0.0 0.0 0.0 0.08
H 0.3021 -5.3553 -1.0616 0.0 0.0 0.0 0.08
O -4.1969 1.6079 6.2551 0.0 0.4 -0.1 -0.05
C -4.1654 0.2065 6.3948 0.2 -0.6 -0.2 -0.28
N -3.2640 -0.2653 5.3791 -0.8 1.4 0.0 0.07
C -2.6876 -1.4895 5.4791 1.8 -0.6 -2.2 -0.50
O -3.0131 -2.2707 6.3660 -0.4 -0.5 1.2 -0.01
C -1.6482 -1.8087 4.4623 -2.2 1.6 0.9 -0.18
C -0.7458 -2.8357 4.7320 1.4 -1.8 0.5 -0.10
C 0.2652 -3.0835 3.8247 -0.3 0.2 0.1 -0.11
C 0.3469 -2.3105 2.6740 1.9 -1.8 -0.1 -0.26
N -0.5472 -1.3671 2.3736 -1.8 1.9 -0.5 -0.06
C -1.5125 -1.1285 3.2532 0.4 0.0 -0.5 -0.17
H -4.7618 1.9794 6.9346 0.0 0.0 0.1 0.07
H -5.1620 -0.2299 6.2478 -0.1 0.1 0.1 0.12
H -3.7989 -0.1029 7.3808 0.0 0.0 0.0 0.12
H -2.8492 0.4610 4.8096 0.0 -0.2 0.1 0.10
H -0.8579 -3.3993 5.6493 0.0 0.0 0.0 0.08
H 0.9980 -3.8588 4.0073 0.1 0.0 0.0 0.08
H 1.1620 -2.4215 1.9649 -0.1 -0.1 0.2 0.06
H -2.2430 -0.3880 2.9465 0.0 0.1 0.1 0.09
```
Positions in Å, forces in eV/Å.

Computed properties:
- HOMO level (alpha / beta): 1.2 / -1.4 eV
- Kohn-Sham gap (alpha / beta): 2.87 / 5.39 eV
- Total charge: -2
- LUMO (alpha / beta): 4.048 / 4.014 eV
- Multiplicity: 8

---

# 3
DFT (the ωB97M-V functional and the def2-TZVPD basis) results for C2H8KO2 as an isolated structure in a non-equilibrium geometry.

```
13
Properties=species:S:1:pos:R:3:forces:R:3:lowdin_charge:R:1
K -1.4764 2.0383 -22.3130 -0.6 -0.4 -1.1 1.00
C 0.9710 3.5612 -20.1719 1.3 1.0 -0.4 0.05
O -0.0794 4.2787 -20.6345 0.8 1.5 -0.6 0.26
H 1.9452 3.9996 -20.3881 -0.3 0.2 -0.8 0.16
H 0.9497 3.5816 -19.0823 -0.5 -0.7 1.3 0.20
H 0.8340 2.5479 -20.5495 0.1 -1.0 0.6 0.16
H -0.9311 3.9851 -20.3030 -1.1 -0.3 0.7 0.16
C -2.1997 4.1518 -25.7465 1.4 -0.4 -0.5 -0.08
O -2.4019 3.1171 -24.7054 -0.2 0.9 -0.2 -0.24
H -2.0865 5.1662 -25.3638 -0.5 -0.3 0.6 0.08
H -1.2407 3.9180 -26.2088 0.1 0.0 0.1 0.08
H -2.8720 4.1820 -26.6039 -0.7 -0.4 0.6 0.10
H -3.0583 2.4920 -25.0216 -0.2 0.1 -0.3 0.08
```
Positions in Å, forces in eV/Å.

Computed properties:
- HOMO level (alpha / beta): -17.3 / -17.3 eV
- Kohn-Sham gap (alpha / beta): 8.39 / 2.09 eV
- Total charge: +2
- LUMO (alpha / beta): -8.891 / -15.189 eV
- Multiplicity: 2
- Energy relative to the best compared isomer or geometry (same formula, charge and spin): 12.2 kcal per mole

---

What did the third record say?
DFT (the ωB97M-V functional and the def2-TZVPD basis) results for C2H8KO2 as an isolated structure in a non-equilibrium geometry.

```
13
Properties=species:S:1:pos:R:3:forces:R:3:lowdin_charge:R:1
K -1.4764 2.0383 -22.3130 -0.6 -0.4 -1.1 1.00
C 0.9710 3.5612 -20.1719 1.3 1.0 -0.4 0.05
O -0.0794 4.2787 -20.6345 0.8 1.5 -0.6 0.26
H 1.9452 3.9996 -20.3881 -0.3 0.2 -0.8 0.16
H 0.9497 3.5816 -19.0823 -0.5 -0.7 1.3 0.20
H 0.8340 2.5479 -20.5495 0.1 -1.0 0.6 0.16
H -0.9311 3.9851 -20.3030 -1.1 -0.3 0.7 0.16
C -2.1997 4.1518 -25.7465 1.4 -0.4 -0.5 -0.08
O -2.4019 3.1171 -24.7054 -0.2 0.9 -0.2 -0.24
H -2.0865 5.1662 -25.3638 -0.5 -0.3 0.6 0.08
H -1.2407 3.9180 -26.2088 0.1 0.0 0.1 0.08
H -2.8720 4.1820 -26.6039 -0.7 -0.4 0.6 0.10
H -3.0583 2.4920 -25.0216 -0.2 0.1 -0.3 0.08
```
Positions in Å, forces in eV/Å.

Computed properties:
- HOMO level (alpha / beta): -17.3 / -17.3 eV
- Kohn-Sham gap (alpha / beta): 8.39 / 2.09 eV
- Total charge: +2
- LUMO (alpha / beta): -8.891 / -15.189 eV
- Multiplicity: 2
- Energy relative to the best compared isomer or geometry (same formula, charge and spin): 12.2 kcal per mole

---

> Look up the multiplicity of the first one.

1